# H10O5

A 5-piece molecular cluster, H10O5 overall (wB97M-V/def2-TZVPD, the Open Molecules 2025 dataset).

Each atom is followed by the atoms it is bonded to, with distances in Å.
CARTESIAN COORDINATES (ANGSTROEM)
1 O -0.649 -0.360 -1.912  H3 0.963, H7 0.970
2 H 0.914 -0.186 0.721  O13 0.964
3 H -0.007 -0.699 -2.545  O1 0.963
4 O 1.150 1.709 3.297  H6 0.960, H11 0.965
5 H -0.400 -0.959 0.776  O13 0.964
6 H 0.573 2.191 2.700  O4 0.960
7 H -0.170 0.312 -1.402  O1 0.970
8 H 1.235 2.419 -0.767  O15 0.964
9 H 0.175 2.274 0.321  O15 0.962
10 O -1.912 -2.896 -1.747  H12 0.972, H14 0.962
11 H 0.925 0.781 3.153  O4 0.965
12 H -1.363 -2.130 -1.507  O10 0.972
13 O 0.389 -0.757 1.292  H2 0.964, H5 0.964
14 H -1.296 -3.629 -1.839  O10 0.962
15 O 0.435 1.933 -0.540  H8 0.964, H9 0.962

Summary:
strongest force on any atom	0.4	eV/A
E_LUMO	-0.04	eV
spin multiplicity	1
orbital gap	10.99	eV
E	-382.18907	Eh
SMILES	O.O.O.O.O

Atomic partial charges in e from the Löwdin method, atoms 1 to 8:
1 O -0.055
2 H 0.016
3 H 0.059
4 O -0.055
5 H 0.034
6 H 0.012
7 H -0.004
8 H 0.069